C6H7NO | ωB97M-V/def2-TZVPD

The geometry in ORCA input format:
```
! wB97M-V def2-TZVPD RIJCOSX def2/J DEFGRID3
* xyz 0 1
C 2.649 -0.248 0.153
C 1.170 0.046 -0.028
C 0.024 -0.720 0.009
C -1.139 0.205 0.128
C -2.307 -0.406 -0.027
C 0.632 1.401 -0.083
H 2.803 -1.427 -0.815
H 2.842 -0.380 1.396
H 3.137 0.724 -0.369
H -0.275 -1.787 -0.068
H -2.585 -1.448 -0.400
H -4.185 -0.163 0.053
H 1.252 2.372 -0.055
N -0.623 1.491 -0.018
O -3.395 0.342 0.124
*
```

Summary:
Kohn-Sham gap: 8.726 eV
strongest force on any atom: 5.00 eV/A
HOMO level: -8.540 eV

C40H51FNO8OsSSiTe | ωB97M-V/def2-TZVPD

The geometry in ORCA input format:
```
! wB97M-V def2-TZVPD RIJCOSX def2/J DEFGRID3
* xyz 0 2
Os 0.459 -0.109 1.177
C -1.739 0.741 4.463
Te 0.100 -0.168 3.865
C 1.001 1.392 5.013
C -0.073 1.861 5.958
C 0.241 2.624 7.079
C -0.756 3.069 7.928
C -2.082 2.753 7.664
C -2.402 1.996 6.551
C -1.403 1.546 5.691
H -2.475 -0.035 4.662
H -2.106 1.368 3.650
H 1.351 2.182 4.357
H 1.859 0.979 5.542
H 1.276 2.865 7.286
H -0.500 3.655 8.800
H -2.864 3.093 8.329
H -3.435 1.747 6.345
O -1.467 -0.763 0.976
C -1.306 -1.999 1.281
O -0.144 -2.422 1.573
C -2.492 -2.878 1.313
C -3.754 -2.343 1.100
C -4.893 -3.149 1.112
C -4.694 -4.488 1.341
O -5.631 -5.478 1.407
C -4.909 -6.693 1.603
O -3.532 -6.372 1.767
C -3.431 -5.022 1.556
C -2.305 -4.246 1.554
H -3.838 -1.277 0.909
H -5.881 -2.748 0.947
H -5.034 -7.333 0.723
H -5.277 -7.189 2.504
H -1.318 -4.647 1.722
O 2.533 -0.173 1.803
N 3.244 -1.280 1.788
C 4.424 -1.212 2.442
C 5.261 -2.298 2.493
C 4.888 -3.479 1.864
C 3.675 -3.519 1.203
C 2.858 -2.405 1.171
H 4.627 -0.253 2.889
H 6.198 -2.209 3.022
H 5.531 -4.345 1.893
H 3.335 -4.410 0.699
H 1.904 -2.384 0.669
C 1.691 3.446 -3.526
C 0.236 3.087 -3.229
C -0.544 2.876 -4.524
C -0.410 4.171 -2.378
O 0.200 1.897 -2.429
Si 0.396 0.319 -2.803
S 1.075 -0.680 -1.077
O -0.910 -0.322 -3.554
C -2.242 -0.644 -3.169
C -2.743 0.330 -2.110
C -2.247 -2.083 -2.648
C -3.080 -0.525 -4.438
O 1.561 0.238 -3.946
C 1.891 -0.775 -4.902
C 3.356 -0.545 -5.256
C 1.004 -0.596 -6.132
C 1.706 -2.165 -4.298
H 1.737 4.370 -4.104
H 2.174 2.651 -4.086
H 2.232 3.596 -2.596
H -0.553 3.791 -5.116
H -1.574 2.591 -4.306
H -0.089 2.084 -5.116
H -0.414 5.123 -2.907
H 0.145 4.286 -1.445
H -1.439 3.900 -2.136
H -2.138 0.262 -1.213
H -3.774 0.088 -1.848
H -2.709 1.357 -2.479
H -1.592 -2.169 -1.773
H -1.876 -2.757 -3.420
H -3.255 -2.392 -2.371
H -3.038 0.492 -4.827
H -4.121 -0.780 -4.236
H -2.697 -1.202 -5.202
H 3.491 0.459 -5.658
H 3.690 -1.268 -6.001
H 3.973 -0.644 -4.364
H 1.156 0.396 -6.560
H -0.042 -0.700 -5.854
H 1.245 -1.341 -6.892
H 2.314 -2.270 -3.399
H 2.005 -2.925 -5.021
H 0.664 -2.332 -4.028
F 4.886 4.361 1.962
C 3.687 3.795 1.663
C 2.634 3.966 2.538
C 1.420 3.370 2.232
C 1.247 2.604 1.075
C -0.024 1.882 0.819
C 2.331 2.492 0.200
C 3.553 3.079 0.487
H 2.766 4.566 3.428
H 0.570 3.527 2.891
H -0.357 1.983 -0.218
H -0.798 2.235 1.509
H 2.212 1.914 -0.709
H 4.392 2.985 -0.187
*
```

Summary:
Kohn-Sham gap (alpha / beta): 6.955 / 6.628 eV
strongest force on any atom: 1.05 eV/A
HOMO level (alpha / beta): -7.120 / -6.909 eV
⟨S²⟩: 0.75

C5H7NO | ωB97M-V/def2-TZVPD

The geometry in ORCA input format:
```
! wB97M-V def2-TZVPD RIJCOSX def2/J DEFGRID3
* xyz 0 1
C -1.454 -1.012 -0.012
C -0.352 -0.338 0.732
C 0.211 0.738 0.073
N -0.560 1.804 -0.377
C 1.545 0.389 -0.293
C 1.756 -0.812 0.333
O 0.682 -1.242 0.995
H -2.282 -0.330 -0.211
H -1.038 -1.279 -1.016
H -1.766 -1.930 0.477
H -0.047 2.666 -0.480
H -1.386 1.943 0.194
H 2.147 0.861 -1.062
H 2.617 -1.467 0.369
*
```

Summary:
Kohn-Sham gap: 8.658 eV
strongest force on any atom: 0.81 eV/A
SMILES string: Cc1occc1N
HOMO level: -7.658 eV

C7H9NOSi2 | ωB97M-V/def2-TZVPD

The geometry in ORCA input format:
```
! wB97M-V def2-TZVPD RIJCOSX def2/J DEFGRID3
* xyz 0 1
C 1.250 -2.530 1.213
C -2.738 1.355 -0.355
C -2.564 0.336 -1.397
C -2.017 1.244 0.769
C -1.602 -0.587 -1.184
C -0.877 0.425 0.751
C -0.655 -0.435 -0.227
N 1.369 -3.011 2.264
O 2.162 -0.455 0.180
Si 3.232 0.812 0.225
Si 0.966 -1.435 -0.260
H -3.629 2.001 -0.505
H -3.210 0.404 -2.222
H -2.233 1.731 1.735
H -1.374 -1.332 -1.979
H -0.236 0.588 1.615
H 3.801 1.149 1.521
H 2.419 1.678 -0.523
H 4.545 0.171 -0.198
H 1.389 -2.108 -1.422
*
```

Summary:
Kohn-Sham gap: 10.260 eV
strongest force on any atom: 4.05 eV/A
SMILES string: N#C[Si@H](O[SiH3])c1ccccc1
HOMO level: -9.851 eV

Listing ΔE to the lowest compared entry with this formula, charge and spin for the structures above in their given order: 424.19; 66.77; 179.78; 38.87 kJ/mol.